1.
Formula: C38H41N3O4
Source: the Open Molecules 2025 dataset
Level of theory: the ωB97M-V functional and the def2-TZVPD basis

Properties
highest occupied orbital energy	-0.220	Eh
relative energy (zero: lowest compared OMol25 entry of this formula, charge and spin)	397.0	kJ/mol
DFT total energy	-52727.31355	eV
charge	0
gap between HOMO and LUMO	4.255	eV

```
86
Properties=species:S:1:pos:R:3:forces:R:3
C -5.4989 -2.4604 5.3982 -0.03 -0.28 -0.07
C -4.7065 -1.4075 4.6270 -0.57 0.18 -0.15
N -4.2380 -1.9070 3.3355 0.23 -0.27 -0.08
C -3.3460 -1.1031 2.6306 0.42 -0.21 -0.29
C -3.5265 -0.8445 1.2535 -0.22 0.10 0.54
C -2.6064 -0.0883 0.5612 0.61 -0.10 -0.10
C -1.3151 0.1997 1.0917 -1.00 -0.31 0.72
C -0.2550 0.6252 0.2284 -0.68 1.34 -0.29
C 1.0784 0.8331 0.7018 1.22 0.08 0.61
C 1.6569 -0.0262 1.6803 -0.18 0.15 -0.39
C 3.0000 0.0562 2.0071 0.30 0.36 -0.20
C 3.8159 1.0281 1.4032 -0.63 -0.03 -0.30
N 5.2342 1.0055 1.5588 0.08 0.37 -0.12
C 5.7072 1.4937 2.8572 0.02 -0.44 -0.18
C 7.2257 1.6150 2.8170 0.12 -0.16 0.10
O 7.8440 0.3932 2.4029 -0.38 0.41 -0.40
C 7.3750 -0.0398 1.1218 -0.01 -0.18 0.19
C 5.8670 -0.2548 1.1389 -0.15 0.27 0.37
C 3.2221 1.9962 0.5613 0.50 -0.51 0.36
C 1.8919 1.8915 0.2051 -0.50 -0.48 -0.05
C -1.2165 0.0670 2.5192 0.00 -0.32 -0.44
C -2.2006 -0.5593 3.2638 -0.28 0.07 -0.25
C -5.1576 -2.7311 2.5531 -0.32 0.33 0.33
C -5.7929 -3.7821 3.4536 -0.19 0.22 0.15
O -6.4282 -3.1702 4.5793 0.65 0.01 -0.16
H -4.7871 -3.1581 5.8796 -0.35 0.04 -0.12
H -6.1280 -1.9704 6.1546 0.43 -0.16 -0.08
H -5.3650 -0.5243 4.4928 0.29 -0.18 -0.10
H -3.8415 -1.1036 5.2237 -0.28 -0.02 -0.04
H -4.4157 -1.2204 0.7427 0.21 0.41 0.20
H -2.8847 0.2931 -0.4175 0.27 -0.41 0.15
H -0.5520 1.1445 -0.6772 0.07 0.21 0.33
H 1.0464 -0.7947 2.1557 0.24 0.11 -0.36
H 3.4471 -0.6573 2.7048 -0.19 0.19 -0.23
H 5.2535 2.4762 3.0372 0.10 -0.21 0.07
H 5.4165 0.7985 3.6702 0.03 0.20 -0.07
H 7.4932 2.4510 2.1406 0.07 -0.36 0.19
H 7.6227 1.7924 3.8275 -0.14 0.16 -0.37
H 7.6158 0.6941 0.3264 0.08 -0.22 0.38
H 7.8953 -0.9926 0.9433 -0.15 0.37 -0.13
H 5.6168 -1.0759 1.8403 0.12 0.09 -0.23
H 5.4995 -0.5067 0.1345 0.07 0.00 0.27
H 3.8678 2.7743 0.1488 -0.25 -0.23 0.07
H 1.4449 2.6090 -0.4860 0.18 -0.26 0.09
H -0.3526 0.4690 3.0482 -0.21 -0.17 -0.23
H -2.0770 -0.6958 4.3399 0.07 0.18 -0.38
H -5.9575 -2.1182 2.0948 0.14 -0.17 0.06
H -4.5947 -3.2366 1.7588 -0.09 0.17 0.13
H -6.6063 -4.2969 2.9222 0.42 0.02 0.11
H -5.0085 -4.5008 3.7643 -0.39 0.18 0.07
C 0.7798 -4.1987 0.1844 0.05 -0.45 -0.17
C 1.6058 -2.9719 -0.1039 -0.24 0.48 -0.12
O 0.7495 -2.0823 -0.8565 0.72 -0.38 0.09
C 1.3513 -1.0672 -1.5291 0.21 0.66 -0.60
C 0.2972 -0.3525 -2.2762 -0.22 -2.44 0.25
N 0.4692 0.7985 -2.8635 -0.11 2.12 -0.98
C -0.4310 1.4584 -3.5978 0.69 -1.14 1.28
C 0.0559 2.6407 -4.3123 0.14 0.77 -0.10
C -0.7921 3.7074 -4.6902 0.33 -0.22 -0.09
C -0.3077 4.7533 -5.4738 0.24 -0.17 0.07
C 1.0361 4.7670 -5.8689 -0.02 -0.19 0.14
C 1.9052 3.7583 -5.4262 -0.39 0.10 0.19
C 1.4248 2.7216 -4.6230 -0.06 0.23 -0.44
C -1.8324 1.0184 -3.7146 -0.69 -0.30 -0.61
C -2.6437 1.3567 -4.8292 -0.02 -0.15 0.29
C -3.9705 0.9311 -4.9091 0.18 -0.10 0.24
C -4.5168 0.1121 -3.9117 0.22 0.03 0.09
C -3.7177 -0.2793 -2.8325 -0.01 0.35 -0.43
C -2.4054 0.1787 -2.7444 -0.19 -0.04 0.17
O 2.5415 -0.8346 -1.5350 -0.36 -0.25 0.48
H 1.1882 -4.7248 1.0484 -0.06 -0.07 -0.02
H -0.2703 -3.9539 0.3758 0.24 0.08 0.06
H 0.8229 -4.8731 -0.6771 -0.17 0.02 0.16
H 1.8963 -2.4536 0.8183 0.10 -0.15 -0.28
H 2.4997 -3.2101 -0.6938 -0.14 0.16 0.22
H -0.3824 -1.1050 -2.7242 -0.11 0.50 0.58
H -1.8363 3.7007 -4.3763 0.33 0.06 -0.10
H -0.9853 5.5501 -5.7860 0.24 -0.19 0.11
H 1.4054 5.5672 -6.5121 -0.08 -0.22 0.19
H 2.9581 3.7744 -5.7089 -0.27 0.04 0.08
H 2.0919 1.9415 -4.2563 -0.22 0.17 -0.17
H -2.2206 1.9538 -5.6373 -0.19 -0.23 0.24
H -4.5818 1.2398 -5.7578 0.17 -0.14 0.20
H -5.5517 -0.2248 -3.9719 0.26 0.09 -0.06
H -4.1044 -0.9430 -2.0577 0.03 0.20 -0.21
H -1.8074 -0.1349 -1.8902 -0.36 0.21 -0.46
```
Positions in Å, forces in eV/Å.

***

2.
Formula: C38H41N5OS2SiV
Source: the Open Molecules 2025 dataset
Level of theory: the ωB97M-V functional and the def2-TZVPD basis

Properties
highest occupied orbital energy (alpha / beta)	-0.203 / -0.218	Eh
relative energy (zero: lowest compared OMol25 entry of this formula, charge and spin)	162.5	kJ/mol
DFT total energy	-104808.55929	eV
2S+1	4
charge	0
gap between HOMO and LUMO (alpha / beta)	4.827 / 5.331	eV

```
89
Properties=species:S:1:pos:R:3:forces:R:3
V -0.4771 -0.2971 -0.2299 -0.47 0.17 -0.59
N 0.0099 -2.2028 0.6653 0.12 -0.09 0.02
C 1.4365 -2.3077 0.8683 -0.22 -0.10 0.04
C 2.0522 -3.4251 1.3685 0.03 0.08 -0.06
C 3.4545 -3.4628 1.4639 0.00 0.07 -0.02
C 4.2051 -2.3956 1.0453 0.07 -0.11 0.04
C 3.5935 -1.2347 0.5253 0.19 0.03 0.02
C 4.3245 -0.1139 0.0460 -0.26 -0.04 0.03
C 3.6242 0.9683 -0.4170 0.31 0.14 0.05
C 2.2307 0.9728 -0.4115 -0.43 -0.68 0.23
N 1.4894 -0.0839 -0.0172 1.53 0.23 0.07
C 2.1911 -1.1912 0.4644 -0.30 0.43 -0.21
H -0.5195 -2.2131 1.5353 0.00 0.07 0.04
H -0.3383 -2.9684 0.0954 -0.06 -0.01 0.02
H 1.4542 -4.2739 1.6760 0.01 -0.01 0.00
H 3.9393 -4.3450 1.8591 0.00 0.00 0.01
H 5.2857 -2.4344 1.1060 0.00 0.02 -0.01
H 5.4058 -0.1228 0.0604 0.01 -0.02 0.01
H 4.1423 1.8504 -0.7714 -0.01 -0.01 0.00
H 1.6800 1.8445 -0.7347 -0.05 0.00 -0.01
S -1.4564 0.4436 1.7366 -0.17 0.08 0.16
C -2.7250 -0.8035 1.7576 0.12 0.13 0.24
N -3.2838 -1.1403 3.0358 -0.01 -0.07 -0.13
C -3.7826 -2.5012 3.0558 0.04 0.00 0.03
C -4.7879 -2.6746 1.9463 -0.03 -0.02 -0.03
N -4.1615 -2.4370 0.6592 0.01 0.01 0.06
C -5.1042 -2.5439 -0.4389 -0.13 -0.08 -0.07
C -6.2497 -1.5480 -0.4305 0.04 0.04 0.03
C -6.0258 -0.1827 -0.2535 0.02 -0.03 0.00
C -7.0870 0.7090 -0.2625 -0.03 0.02 0.00
C -8.3869 0.2570 -0.4530 0.00 -0.01 0.00
C -8.6198 -1.0984 -0.6247 0.03 0.01 0.01
C -7.5549 -1.9900 -0.6062 -0.05 -0.03 -0.01
C -3.1824 -1.4091 0.6308 0.00 0.04 -0.36
S -2.5872 -0.9592 -0.9891 -0.39 -0.41 0.25
C -2.5242 -0.7987 4.2257 0.06 0.07 0.13
C -3.3742 -0.8938 5.4692 -0.05 0.07 -0.04
C -4.3854 0.0423 5.6757 -0.03 -0.03 -0.03
C -5.1797 -0.0129 6.8084 0.01 -0.02 0.01
C -4.9710 -1.0078 7.7572 -0.01 0.00 0.02
C -3.9700 -1.9450 7.5605 0.02 0.00 -0.02
C -3.1794 -1.8868 6.4184 0.07 0.02 0.01
H -4.2632 -2.6956 4.0142 -0.02 0.02 0.00
H -2.9588 -3.2299 2.9412 -0.01 0.01 -0.02
H -5.6251 -1.9875 2.1264 0.00 0.01 0.00
H -5.1879 -3.6935 1.9500 0.00 -0.01 0.00
H -5.5333 -3.5508 -0.4031 0.03 0.01 0.03
H -4.5595 -2.4671 -1.3790 0.04 0.03 0.02
H -5.0166 0.1803 -0.1040 -0.01 0.00 0.00
H -6.8987 1.7659 -0.1202 0.01 0.00 0.00
H -9.2126 0.9569 -0.4608 0.00 0.01 0.00
H -9.6290 -1.4648 -0.7640 -0.01 0.00 0.00
H -7.7429 -3.0516 -0.7276 0.00 0.00 0.00
H -2.1773 0.2269 4.1262 0.03 -0.01 -0.03
H -1.6186 -1.4192 4.3475 -0.05 -0.08 -0.05
H -4.5485 0.8114 4.9298 0.00 0.00 0.00
H -5.9610 0.7217 6.9564 0.00 0.00 0.00
H -5.5851 -1.0491 8.6475 -0.01 0.00 -0.01
H -3.8013 -2.7238 8.2933 -0.01 0.00 0.01
H -2.3951 -2.6193 6.2610 -0.01 -0.01 0.02
C -0.1443 -0.1964 -3.1569 -0.03 -0.05 -0.03
C 1.0509 -0.0354 -4.0656 -0.14 -0.06 0.00
C 1.1730 -0.9169 -5.1372 0.07 0.01 -0.04
C 2.2681 -0.8577 -5.9793 -0.10 0.00 0.08
C 3.2539 0.0990 -5.7492 0.22 -0.01 -0.19
C 3.1351 0.9891 -4.6891 -0.05 0.03 0.06
C 2.0325 0.9193 -3.8522 0.06 -0.03 -0.02
C 4.4031 0.1636 -6.6206 -0.14 0.00 0.11
N 5.3174 0.2107 -7.3146 0.01 0.01 0.00
H -0.0121 -1.1281 -2.5909 -0.01 0.03 0.05
H -1.0527 -0.3532 -3.7471 0.01 0.03 -0.01
H 0.4025 -1.6582 -5.3155 -0.01 0.00 0.01
H 2.3617 -1.5419 -6.8112 0.02 0.00 0.00
H 3.9038 1.7317 -4.5232 0.01 0.00 -0.01
H 1.9361 1.6105 -3.0281 -0.01 0.02 0.02
C -0.3544 3.6051 -1.6319 0.08 0.11 0.12
Si -1.1632 2.3071 -2.6732 0.16 -0.36 0.17
C -2.9600 2.1765 -2.2913 -0.16 -0.01 -0.02
C -0.8908 2.5751 -4.4895 -0.08 0.11 -0.14
O -0.3252 0.8678 -2.2290 0.02 0.18 0.00
H -0.9468 4.5225 -1.6433 0.02 0.02 -0.03
H 0.6513 3.8478 -1.9817 0.01 0.02 0.01
H -0.2938 3.2831 -0.5885 -0.03 -0.02 0.00
H -3.4505 3.0871 -2.6488 -0.04 0.00 0.02
H -3.1349 2.0730 -1.2195 0.02 0.02 0.00
H -3.4319 1.3182 -2.7716 0.00 0.02 -0.02
H -1.4879 3.4416 -4.7885 0.03 0.00 -0.03
H -1.2358 1.7316 -5.0908 0.00 -0.01 -0.01
H 0.1482 2.7746 -4.7491 0.01 0.01 0.01
```
Positions in Å, forces in eV/Å.